C44H74BIN2O16S5 | wB97M-V/def2-TZVPD

HOMO energy: -7.73 eV
largest force on an atom: 6.0 eV/Å

Structure (ORCA input):
```
! wB97M-V def2-TZVPD RIJCOSX def2/J DEFGRID3
* xyz 0 1
C -4.9032 0.3446 1.2937
C -3.9067 -0.1655 0.1256
C -2.3401 0.1275 0.4410
C -2.0904 1.4531 1.3275
C -1.5252 0.1364 -0.9574
C -0.6020 -1.0762 -1.3852
C -0.3582 -2.3712 -0.4750
C 1.0852 -2.4015 0.2297
C 1.3568 -1.1580 1.2330
C 2.9177 -0.7553 1.2012
C 3.3096 0.2897 2.3855
N 2.9138 1.7084 2.0021
C 0.1577 -1.0555 -2.7659
B 1.1410 -2.2854 -3.2618
O 0.4852 -3.2987 -4.0774
O 2.5465 -2.3547 -2.9191
C 3.3976 -1.8979 -4.0050
C 0.0697 0.1601 -3.7703
O 0.7841 0.1943 -5.0043
C -0.8185 1.3573 -3.3425
C -1.6010 1.3403 -1.9663
C -2.4569 2.6810 -1.6723
O -3.5842 2.6936 -1.1153
C -1.7549 4.0415 -2.2089
C -1.9027 5.3218 -1.2579
C -2.7180 6.5548 -1.9011
N -3.5926 6.1855 -3.0618
C -1.0365 4.0595 -3.4552
C -0.3188 5.3646 -4.0263
C 1.2036 5.4164 -3.4500
O 1.9904 4.4925 -3.8110
I 1.9370 6.9881 -2.1392
C -0.9337 2.6708 -4.2808
O -0.9768 2.5997 -5.5374
H -5.9276 -0.1535 1.0843
H -4.5737 -0.0123 2.3457
H -5.0043 1.4885 1.2418
H -4.2348 0.1913 -0.9150
H -4.0040 -1.3228 0.1254
H -1.9933 -0.7592 1.1006
H -1.9847 1.1984 2.4533
H -2.9244 2.2317 1.2602
H -1.0993 1.9264 1.0066
H -0.4418 -3.3525 -1.0895
H -1.1412 -2.4912 0.3694
H 1.1560 -3.3650 0.8726
H 1.9731 -2.4431 -0.4899
H 1.1285 -1.5620 2.2965
H 0.6668 -0.2545 1.0110
H 3.2558 -0.2743 0.2196
H 3.6080 -1.6695 1.3661
H 4.4603 0.3194 2.5005
H 2.8066 -0.0588 3.3536
H 3.6387 1.9773 1.3103
H 3.0159 2.2728 2.8614
H 0.3949 -4.0877 -3.4709
H 3.4873 -0.7547 -4.0092
H 4.4479 -2.3114 -3.8100
H 2.9796 -2.2874 -4.9950
H 1.7530 0.2369 -4.8435
H -2.4276 4.9963 -0.2933
H -0.8501 5.6793 -0.9916
H -1.9232 7.3474 -2.2016
H -3.3035 7.0486 -1.0318
H -3.0165 6.2629 -3.9246
H -4.3198 6.9319 -3.0793
H -0.8854 6.3425 -3.8542
H -0.2509 5.2383 -5.1768
C -0.0940 -9.1568 -3.6871
C -1.4983 -8.5502 -3.6532
C -1.5258 -7.5198 -2.5230
S 0.1502 -6.9218 -2.3512
O 0.6543 -7.3278 -1.0600
O 0.2158 -5.5501 -2.8088
C 0.8668 -7.9788 -3.5965
H 0.0734 -9.7419 -4.5938
H 0.0431 -9.8195 -2.8262
H -1.7044 -8.0553 -4.6079
H -2.2654 -9.3142 -3.5083
H -2.1858 -6.6845 -2.7564
H -1.8209 -7.9730 -1.5757
H 1.8758 -8.2682 -3.3033
H 0.8934 -7.4192 -4.5345
C -4.8250 -7.3306 1.5393
C -6.2320 -6.8106 1.2391
C -6.1799 -6.1009 -0.1152
S -4.8602 -6.8803 -1.0381
O -3.8100 -5.9102 -1.2472
O -5.4264 -7.6507 -2.1230
C -4.3486 -7.9978 0.2559
H -4.8212 -8.0284 2.3793
H -4.1676 -6.4924 1.7924
H -6.9285 -7.6539 1.1866
H -6.5900 -6.1386 2.0223
H -7.1168 -6.2095 -0.6627
H -5.9347 -5.0432 -0.0034
H -3.2685 -8.1390 0.2207
H -4.8584 -8.9505 0.0949
C 1.8037 11.1548 -0.7325
C 1.0491 12.4851 -0.6962
C -0.4447 12.1678 -0.7865
S -0.6536 10.5373 -0.0796
O -1.0865 9.6356 -1.1227
O -1.3518 10.6502 1.1808
C 1.0757 10.2400 0.2435
H 2.8542 11.2769 -0.4602
H 1.7623 10.7341 -1.7428
H 1.2605 12.9981 0.2478
H 1.3606 13.1486 -1.5062
H -1.0434 12.8850 -0.2238
H -0.7842 12.1324 -1.8232
H 1.3061 9.1845 0.0966
H 1.2766 10.5286 1.2778
C -1.5538 0.9183 7.4491
C -0.0298 0.8640 7.3236
C 0.2968 0.2891 5.9441
S -1.0784 0.7207 4.8840
O -1.7527 -0.4943 4.4861
O -0.6465 1.7128 3.9275
C -2.0544 1.5226 6.1439
H -1.8688 1.5095 8.3116
H -1.9509 -0.0950 7.5699
H 0.3787 1.8765 7.4071
H 0.4199 0.2630 8.1174
H 1.2145 0.7154 5.5371
H 0.3729 -0.7995 5.9721
H -3.1142 1.3417 5.9650
H -1.8424 2.5932 6.0992
C 8.6178 -1.9167 1.6707
C 8.5455 -3.4397 1.7969
C 7.4584 -3.7640 2.8233
S 6.2906 -2.4098 2.7598
O 6.3293 -1.7090 4.0228
O 5.0534 -2.8742 2.1730
C 7.1754 -1.4433 1.5491
H 9.2147 -1.6091 0.8095
H 9.0769 -1.4929 2.5699
H 8.2782 -3.8732 0.8276
H 9.5066 -3.8668 2.0927
H 6.9445 -4.6960 2.5847
H 7.8649 -3.8121 3.8351
H 7.0525 -0.3810 1.7591
H 6.7640 -1.6827 0.5657
*
```

***

C12H11BN2O3 | wB97M-V/def2-TZVPD

HOMO energy: -8.13 eV
largest force on an atom: 4.6 eV/Å
ΔE to the lowest compared entry with this formula, charge and spin: 126.0 kJ/mol

Structure (ORCA input):
```
! wB97M-V def2-TZVPD RIJCOSX def2/J DEFGRID3
* xyz 0 1
N 0.1241 0.2745 0.0015
N 0.4336 1.0212 -0.9815
O -1.4890 -4.6277 2.1372
O -0.3572 -3.5683 3.9317
O 1.0388 2.7921 -3.0660
B -0.3905 -3.8605 2.5693
C -1.3748 3.9743 0.0864
C -1.2167 4.7856 -0.9835
C 1.7911 -3.0114 -0.5312
C 1.3555 -1.7339 -0.8051
C -0.8604 2.7325 0.0104
C -0.3371 4.4860 -2.0577
C 1.3223 -3.6421 0.5635
C 0.0608 -1.7398 1.2676
C 0.5122 -1.0518 0.1293
C -0.0647 2.2781 -1.0502
C 0.1954 3.2416 -2.1049
C 0.4150 -3.0514 1.4520
H -1.5134 -4.7692 1.1762
H -0.9471 -4.0745 4.5274
H 1.0369 3.2909 -3.9213
H -1.9754 4.1993 0.9184
H -1.6674 5.7331 -1.1050
H 2.4579 -3.5538 -1.2126
H 1.6449 -1.3533 -1.7965
H -1.0618 2.1293 0.8158
H -0.2743 5.1364 -2.9058
H 1.8100 -4.5422 0.9059
H -0.6689 -1.4949 2.0286
*
```

***

C3H3FN2 | wB97M-V/def2-TZVPD

HOMO energy: -10.53 eV
largest force on an atom: 6.3 eV/Å
ΔE to the lowest compared entry with this formula, charge and spin: 501.7 kJ/mol

Structure (ORCA input):
```
! wB97M-V def2-TZVPD RIJCOSX def2/J DEFGRID3
* xyz 0 1
C 2.4261 1.3955 0.0442
C 2.1865 0.0742 -0.0062
C 0.0400 -0.1103 -0.0051
N 2.5179 2.5582 0.1001
N 2.8982 -0.9742 -0.0933
F 2.1174 -2.1102 -0.0394
H -0.1208 -0.7725 -0.8745
H -0.4727 0.8588 0.2403
H 0.0783 -0.7523 0.8965
*
```